C7H14N2 | wB97M-V/def2-TZVPD

CARTESIAN COORDINATES (ANGSTROEM)
C1 -1.52770 -3.09083 -0.86279
C2 -1.79254 -1.66368 -1.15381
C3 -1.18508 -0.54575 -0.62504
N1 -1.99355 0.49957 -0.90278
C4 -3.26760 0.03192 -1.49888
N2 -3.03035 -1.35728 -1.63224
H1 -0.42928 -3.24782 -0.72914
H2 -1.85366 -3.76630 -1.46182
H3 -2.16635 -3.32564 0.07010
H4 -0.07935 -0.46863 -0.35295
H5 -1.70174 1.37103 -0.71716
H6 -3.98771 0.75121 -1.74790
C5 2.09384 1.81020 -0.23790
C6 2.13370 0.76918 0.89129
C7 1.98759 1.38263 2.31784
H7 2.07823 1.26915 -1.19250
H8 3.10840 2.34986 -0.27693
H9 1.16107 2.54608 -0.08266
H10 1.33922 -0.02263 0.78137
H11 3.09180 0.23559 0.92074
H12 2.97998 1.47670 2.70335
H13 1.57508 2.24315 2.68055
H14 1.46601 0.75228 3.10928

- molar mass (g/mol) = 126.20
- SMILES string = Cc1c[nH]cn1.CCC
- lowest unoccupied orbital energy (eV) = 0.813
- orbital gap (eV) = 9.16
- max |F| (eV Å⁻¹) = 8.34
- energy (eV) = -10463.5423